No. 1
Computed, not measured: the molecule C3H6O2, with ωB97M-V/def2-TZVPD.

Properties
- Energy above the lowest of the compared OMol25 structures with the same formula, charge and spin: 108.5 kJ/mol
- E_LUMO: 0.66 eV
- E_HOMO: -10.3 eV
- Gap between HOMO and LUMO: 10.9 eV
- Calculated total energy: -268.36388 Ha

Each line ends with the Löwdin charge.
CARTESIAN COORDINATES (ANGSTROEM)
O (0.30, 1.51, 0.88)  -0.060
C (0.89, 0.63, -0.04)  -0.272
C (0.26, -0.77, 0.02)  -0.138
C (-1.19, -0.63, -0.36)  -0.245
O (-1.99, -0.06, 0.35)  0.041
H (1.95, 0.57, 0.22)  0.120
H (0.82, 1.01, -1.07)  0.119
H (0.33, -1.14, 1.05)  0.128
H (0.78, -1.47, -0.65)  0.115
H (-1.49, -0.97, -1.37)  0.128
H (-0.65, 1.30, 0.94)  0.065

No. 2
Computed, not measured: the ion C3H6O2P with charge -1 in a non-equilibrium geometry, with ωB97M-V/def2-TZVPD.

Properties
- Energy above the lowest of the compared OMol25 structures with the same formula, charge and spin: 115.2 kJ/mol
- E_LUMO (alpha / beta): 4.31 / 3.61 eV
- E_HOMO (alpha / beta): -0.5 / -5.0 eV
- Gap between HOMO and LUMO (alpha / beta): 4.8 / 8.6 eV
- 2S+1: 3
- Total charge: -1
- Calculated total energy: -609.62119 Ha

Each line ends with the Löwdin charge.
CARTESIAN COORDINATES (ANGSTROEM)
C (-0.93, 0.26, -1.84)  -0.201
C (-0.78, 0.70, -0.57)  -0.411
C (0.96, -0.49, 1.32)  -0.222
O (1.92, 0.46, -1.20)  -0.447
O (1.10, 2.67, 0.74)  -0.434
P (0.93, 0.78, -0.13)  0.590
H (-1.81, 0.42, -2.51)  0.024
H (-0.05, -0.06, -2.29)  -0.029
H (-1.58, 1.29, 0.08)  0.087
H (0.08, -0.51, 1.94)  0.003
H (1.03, -1.54, 0.81)  0.058
H (1.87, -0.48, 1.85)  -0.019

No. 3
Computed, not measured: the molecule C3H6O2S in a non-equilibrium geometry, with ωB97M-V/def2-TZVPD.

Properties
- Energy above the lowest of the compared OMol25 structures with the same formula, charge and spin: 83.0 kJ/mol
- E_LUMO: 0.61 eV
- E_HOMO: -9.9 eV
- Gap between HOMO and LUMO: 10.5 eV
- Calculated total energy: -666.56240 Ha

Each line ends with the Löwdin charge.
CARTESIAN COORDINATES (ANGSTROEM)
C (-0.19, 1.18, 1.00)  -0.028
C (-0.46, 0.33, -0.24)  -0.463
C (-0.09, -1.14, -0.07)  -0.642
H (-0.86, 2.06, 1.05)  0.092
H (-0.34, 0.66, 1.96)  0.095
H (0.83, 1.55, 0.88)  0.084
H (-1.54, 0.28, -0.30)  0.146
H (0.22, 0.46, -2.10)  0.088
H (1.43, -2.85, -0.64)  -0.158
O (0.23, 0.95, -1.28)  -0.053
O (-0.85, -1.91, 0.48)  0.039
S (1.62, -1.56, -0.73)  0.801

Q: Look up the energy above the lowest of the compared OMol25 structures with the same formula, charge and spin of the third one.
A: 83.0 kJ/mol

Q: energy above the lowest of the compared OMol25 structures with the same formula, charge and spin of number 2 (C3H6O2P)?
A: 115.2 kJ/mol

Q: Which formula does entry 1 have?
A: C3H6O2

Repeat the second record exactly.
Computed, not measured: the ion C3H6O2P with charge -1 in a non-equilibrium geometry, with ωB97M-V/def2-TZVPD.

Properties
- Energy above the lowest of the compared OMol25 structures with the same formula, charge and spin: 115.2 kJ/mol
- E_LUMO (alpha / beta): 4.31 / 3.61 eV
- E_HOMO (alpha / beta): -0.5 / -5.0 eV
- Gap between HOMO and LUMO (alpha / beta): 4.8 / 8.6 eV
- 2S+1: 3
- Total charge: -1
- Calculated total energy: -609.62119 Ha

Each line ends with the Löwdin charge.
CARTESIAN COORDINATES (ANGSTROEM)
C (-0.93, 0.26, -1.84)  -0.201
C (-0.78, 0.70, -0.57)  -0.411
C (0.96, -0.49, 1.32)  -0.222
O (1.92, 0.46, -1.20)  -0.447
O (1.10, 2.67, 0.74)  -0.434
P (0.93, 0.78, -0.13)  0.590
H (-1.81, 0.42, -2.51)  0.024
H (-0.05, -0.06, -2.29)  -0.029
H (-1.58, 1.29, 0.08)  0.087
H (0.08, -0.51, 1.94)  0.003
H (1.03, -1.54, 0.81)  0.058
H (1.87, -0.48, 1.85)  -0.019